Entry 1:
207
Properties=species:S:1:pos:R:3:lowdin_charge:R:1 method="wB97M-V/def2-TZVPD" total_charge=+1 largest_force_ha_per_bohr=0.066 relative_energy_kj_mol=465.8 homo_energy_ev=-9.666 e_lumo_ev=-7.926 gap_ev=1.7 molar_mass_g_mol=1134.7
Be -5.47875 1.06324 -8.28291 0.82
C -11.99843 -2.09882 -6.36941 -0.03
C -11.73036 -0.99544 -7.39427 -0.50
C -12.69679 0.14417 -7.14027 -0.06
O -10.37590 -0.62262 -7.45932 0.06
H -13.05961 -2.34748 -6.35638 0.10
H -11.80308 -1.64504 -5.39780 0.09
H -11.37276 -2.99046 -6.40951 0.09
H -12.11254 -1.52091 -8.26943 0.17
H -12.69664 0.59681 -6.14870 0.09
H -13.71466 -0.24486 -7.16657 0.08
H -12.63622 0.88872 -7.93406 0.09
C -13.88443 -6.24196 -0.47290 -0.11
O -15.14667 -6.15541 -1.15047 -0.21
C -16.02517 -5.06818 -0.77029 -0.19
C -16.97682 -4.75764 -1.96705 -0.22
N -17.83353 -3.61460 -1.72996 -0.07
C -18.30622 -2.93572 -2.92599 -0.21
C -19.00082 -3.83020 -3.99693 -0.20
O -19.49099 -3.01038 -5.11284 -0.18
C -20.16669 -3.76732 -6.12088 -0.12
H -13.56279 -7.25652 -0.70806 0.09
H -13.97997 -6.14166 0.60826 0.08
H -13.15337 -5.48224 -0.74944 0.08
H -15.37726 -4.22602 -0.52725 0.11
H -16.60080 -5.30038 0.12572 0.12
H -17.57177 -5.66337 -2.08447 0.12
H -16.38673 -4.68648 -2.88074 0.11
H -17.23465 -2.96740 -1.23744 0.10
H -17.52452 -2.35556 -3.41634 0.11
H -19.13007 -2.26823 -2.67328 0.12
H -19.72618 -4.46025 -3.48219 0.12
H -18.26195 -4.56841 -4.30874 0.10
H -21.06636 -4.23883 -5.72548 0.08
H -19.64123 -4.57615 -6.62861 0.08
H -20.54365 -3.05279 -6.85263 0.08
C -9.09499 -6.37659 -13.01995 -0.11
O -8.35325 -7.10844 -12.08156 -0.20
C -8.30830 -6.61816 -10.75605 -0.23
C -7.40870 -7.46743 -9.88101 -0.25
N -6.04145 -7.41271 -10.33303 -0.03
C -5.21594 -8.30017 -9.48493 -0.19
C -5.30993 -9.76363 -9.95350 -0.22
O -4.76762 -9.92635 -11.27567 -0.16
C -4.62048 -11.28596 -11.50789 -0.15
H -10.05232 -6.12643 -12.56273 0.09
H -9.18789 -7.11707 -13.81441 0.09
H -8.56788 -5.50974 -13.41849 0.08
H -9.30861 -6.59869 -10.32348 0.12
H -7.91140 -5.60356 -10.78997 0.12
H -7.82201 -8.47587 -9.86267 0.11
H -7.54976 -7.15029 -8.84775 0.12
H -6.11687 -7.82745 -11.25084 0.10
H -5.42856 -8.26443 -8.41647 0.11
H -4.13918 -8.13130 -9.49877 0.11
H -6.36240 -10.03727 -9.87922 0.11
H -4.72901 -10.31759 -9.21610 0.12
H -5.47135 -11.94035 -11.31846 0.09
H -3.71972 -11.73746 -11.09212 0.09
H -4.57891 -11.41544 -12.58936 0.09
C -11.33623 -0.05616 2.57082 -0.13
O -11.76097 0.94341 3.45526 -0.22
C -10.71746 1.66725 4.13530 -0.18
C -11.45234 2.59444 5.16780 -0.18
N -12.16238 1.84991 6.24157 -0.07
C -13.03758 2.71364 7.02556 -0.21
C -13.62989 1.74481 8.04114 -0.25
O -14.16557 2.57792 9.05544 -0.18
C -15.23329 1.89894 9.66046 -0.12
H -10.67631 0.29372 1.77697 0.08
H -12.10510 -0.65561 2.08339 0.08
H -10.75352 -0.72428 3.20498 0.08
H -10.17744 2.20077 3.35311 0.12
H -10.08596 0.93904 4.64423 0.11
H -12.14312 3.20354 4.58478 0.11
H -10.73171 3.29221 5.59433 0.11
H -12.74295 1.14054 5.81748 0.10
H -13.86769 3.07325 6.41754 0.12
H -12.54678 3.56141 7.50359 0.13
H -12.85837 1.11722 8.48721 0.12
H -14.28466 1.05530 7.50825 0.12
H -15.94383 1.71210 8.85528 0.08
H -15.62342 2.58638 10.41100 0.09
H -14.99054 0.88927 9.99172 0.09
C -15.69936 -0.57907 -13.58050 -0.12
O -16.71383 -1.34878 -12.96970 -0.20
C -17.08400 -2.44758 -13.78987 -0.22
C -18.07120 -3.35285 -13.02516 -0.20
N -17.40551 -4.36056 -12.26128 -0.07
C -16.63901 -3.96227 -11.15413 -0.24
C -16.26125 -5.14935 -10.28144 -0.25
O -17.42350 -5.85593 -9.98613 -0.19
C -17.20476 -7.04394 -9.23925 -0.09
H -16.06723 -0.26221 -14.55639 0.08
H -14.73193 -1.05273 -13.74732 0.08
H -15.61554 0.28767 -12.92487 0.09
H -16.23125 -3.09815 -13.98401 0.12
H -17.48817 -2.13214 -14.75177 0.12
H -18.69243 -3.85063 -13.76972 0.12
H -18.80492 -2.76390 -12.47480 0.12
H -17.92765 -5.16373 -11.94130 0.11
H -17.18083 -3.31784 -10.46187 0.12
H -15.75414 -3.41444 -11.47812 0.12
H -15.70727 -4.86928 -9.38547 0.12
H -15.54565 -5.74771 -10.84534 0.12
H -16.29043 -7.52220 -9.59049 0.08
H -18.01608 -7.73535 -9.46690 0.09
H -16.96861 -6.96426 -8.17813 0.08
C -1.16561 1.14228 -8.49383 -0.11
O -2.10992 0.07678 -8.59662 -0.24
C -1.49485 -1.05179 -9.28141 -0.20
C -2.49672 -2.18939 -9.51206 -0.19
N -3.75030 -1.77341 -10.17036 -0.05
C -3.50619 -1.23139 -11.48492 -0.25
C -4.74555 -1.01060 -12.27798 -0.21
O -5.71225 -0.14609 -11.61181 -0.24
C -6.94785 0.11234 -12.28989 -0.10
H -1.59348 1.94389 -7.89180 0.08
H -1.12028 1.65389 -9.45524 0.09
H -0.18159 0.89167 -8.09759 0.09
H -0.65006 -1.49646 -8.75538 0.13
H -1.23099 -0.63730 -10.25438 0.11
H -2.66705 -2.67366 -8.55052 0.12
H -2.08479 -2.94523 -10.18073 0.12
H -4.25304 -2.64301 -10.27594 0.11
H -2.89389 -1.82803 -12.16108 0.13
H -3.03594 -0.26067 -11.32775 0.12
H -5.19926 -1.99425 -12.39923 0.12
H -4.48569 -0.72669 -13.29778 0.13
H -6.89805 -0.21178 -13.32939 0.09
H -7.13649 1.18138 -12.38823 0.08
H -7.82849 -0.24650 -11.75713 0.08
C -7.83876 4.33093 -7.74019 -0.11
O -7.22427 3.48572 -6.76973 -0.26
C -7.54587 3.86210 -5.40667 -0.19
C -6.81966 2.96182 -4.40862 -0.18
N -5.41625 2.71609 -4.80938 -0.05
C -4.70456 1.82150 -3.97044 -0.23
C -5.31532 0.41883 -3.84704 -0.23
O -5.55766 -0.15958 -5.11116 -0.23
C -6.06196 -1.48470 -4.98166 -0.10
H -8.86855 4.60666 -7.51299 0.09
H -7.86863 3.78929 -8.68562 0.07
H -7.26119 5.23055 -7.95283 0.09
H -8.62195 3.87692 -5.23368 0.12
H -7.16055 4.87243 -5.26940 0.12
H -7.34614 2.00924 -4.46780 0.11
H -6.93221 3.32508 -3.38712 0.13
H -4.94151 3.60683 -4.77295 0.12
H -4.51955 2.24762 -2.98438 0.12
H -3.67606 1.68949 -4.30637 0.12
H -6.23750 0.47307 -3.26848 0.12
H -4.62530 -0.19493 -3.26799 0.12
H -7.01146 -1.63436 -4.46771 0.09
H -5.32783 -2.10910 -4.47247 0.09
H -6.20776 -1.87280 -5.98974 0.08
C -10.88339 -13.41677 -4.12132 -0.08
C -9.59038 -12.71786 -4.00799 -0.47
C -9.69181 -11.13132 -3.99198 -0.12
O -10.19101 -10.67771 -5.31415 -0.18
C -11.23547 -9.83467 -5.25345 -0.19
N -8.99050 -13.19025 -2.77187 0.02
H -11.51201 -13.29979 -3.23857 0.09
H -10.61408 -14.43271 -4.41016 0.09
H -11.43325 -12.95109 -4.93919 0.07
H -8.88704 -13.04322 -4.77451 0.13
H -8.73938 -10.63233 -3.81315 0.11
H -10.29474 -10.85030 -3.12850 0.12
H -11.37968 -9.21037 -6.13524 0.08
H -11.04408 -9.02900 -4.54469 0.08
H -12.16394 -10.36212 -5.03473 0.09
H -8.38400 -13.93622 -3.08135 0.07
H -8.38521 -12.40979 -2.56072 0.06
C -18.45311 4.03168 -8.45667 -0.07
C -19.13108 2.94606 -7.59530 -0.46
C -20.13962 3.48140 -6.54960 -0.20
O -19.42554 4.16056 -5.51777 -0.19
C -20.33210 4.86767 -4.58764 -0.08
N -19.79307 2.06791 -8.52749 0.03
H -19.20749 4.60437 -8.99613 0.08
H -17.65235 3.59604 -9.05424 0.07
H -17.91591 4.75311 -7.84099 0.07
H -18.26005 2.45404 -7.16247 0.13
H -20.64960 2.62868 -6.10140 0.12
H -20.79632 4.11716 -7.14344 0.13
H -21.21863 4.33109 -4.24961 0.08
H -20.83218 5.76289 -4.95725 0.08
H -19.64378 5.11079 -3.77821 0.08
H -19.05946 1.85956 -9.18970 0.06
H -19.84115 1.17749 -8.05322 0.07
C -13.12474 5.50444 -1.65948 -0.06
C -14.29387 5.74842 -2.60859 -0.44
C -13.93971 6.44251 -3.95940 -0.21
O -13.36120 7.67448 -3.59992 -0.21
C -13.23251 8.68741 -4.64761 -0.07
N -14.94893 4.49151 -2.84986 0.02
H -12.53639 6.41575 -1.55252 0.07
H -12.41701 4.75680 -2.01760 0.07
H -13.46798 5.15050 -0.68736 0.08
H -15.02521 6.36841 -2.09007 0.14
H -14.90056 6.59906 -4.44968 0.12
H -13.26808 5.87651 -4.60490 0.12
H -12.61574 8.33701 -5.47520 0.08
H -12.68431 9.50690 -4.18284 0.08
H -14.16481 9.18435 -4.91591 0.08
H -14.35761 3.86645 -3.37877 0.06
H -15.80326 4.56886 -3.38299 0.07


Entry 2:
222
Properties=species:S:1:pos:R:3:lowdin_charge:R:1 method="wB97M-V/def2-TZVPD" largest_force_ha_per_bohr=0.045 relative_energy_kj_mol=0.0 homo_energy_ev=-8.650 e_lumo_ev=0.567 gap_ev=9.2 molar_mass_g_mol=1220.7
C 0.00905 4.76553 8.63636 -0.11
O 0.21277 3.59031 7.88777 -0.22
C 1.12486 3.72848 6.79389 -0.19
C 0.85649 2.54071 5.85085 -0.16
N 0.89975 1.23959 6.59335 -0.04
C 2.29439 0.88416 6.86736 -0.20
C 2.49640 -0.39034 7.66422 -0.22
O 2.00665 -0.19543 8.98129 -0.18
C 1.96892 -1.37247 9.73663 -0.13
H -0.74241 4.55984 9.39404 0.09
H -0.34311 5.56627 7.97772 0.09
H 0.93534 5.09243 9.12031 0.09
H 2.12425 3.75504 7.21878 0.12
H 0.83361 4.61707 6.22756 0.12
H 1.65434 2.58806 5.10385 0.11
H -0.10004 2.66239 5.34754 0.11
H 0.53761 1.57185 7.48855 0.10
H 2.76396 1.66060 7.48525 0.11
H 2.84036 0.80388 5.92421 0.10
H 3.57048 -0.57529 7.78969 0.12
H 2.08760 -1.25562 7.13000 0.12
H 1.28045 -2.12654 9.33622 0.09
H 1.50500 -1.14828 10.69934 0.09
H 2.95834 -1.80515 9.90386 0.09
C 3.55107 1.37666 -4.55599 -0.11
O 3.19554 0.03881 -4.77174 -0.17
C 2.50757 -0.51573 -3.67111 -0.23
C 1.42945 -1.51944 -3.97061 -0.19
N 0.14622 -0.90429 -4.31451 -0.04
C 0.23470 -0.12306 -5.54116 -0.19
C -1.18102 0.19011 -6.01229 -0.22
O -1.83234 -1.00227 -6.39505 -0.19
C -3.06707 -0.81956 -7.02673 -0.11
H 4.36997 1.56949 -3.85560 0.09
H 2.67627 1.93535 -4.20297 0.06
H 3.83965 1.85351 -5.49410 0.09
H 2.05334 0.28326 -3.06912 0.09
H 3.23783 -1.00534 -3.01316 0.12
H 1.35330 -2.20516 -3.12421 0.09
H 1.74456 -2.18121 -4.79563 0.12
H -0.58047 -1.60459 -4.39488 0.11
H 0.71268 -0.72990 -6.31945 0.13
H 0.72025 0.83804 -5.38091 0.11
H -1.13881 0.91171 -6.83806 0.13
H -1.78965 0.66551 -5.23182 0.12
H -3.60674 -1.76212 -7.08729 0.06
H -2.94587 -0.40661 -8.03562 0.09
H -3.69055 -0.10857 -6.46643 0.08
C -5.12114 -0.87509 -3.60215 -0.10
O -5.68112 0.40391 -3.79647 -0.19
C -6.47129 0.52680 -4.95650 -0.22
C -7.04899 1.92546 -5.05129 -0.20
N -6.14024 2.92577 -5.60744 -0.07
C -6.87783 4.16837 -5.80808 -0.20
C -5.94849 5.28562 -6.26843 -0.24
O -6.65958 6.49263 -6.31569 -0.19
C -5.88353 7.57826 -6.79780 -0.10
H -5.77724 -1.59356 -3.10439 0.09
H -4.21367 -0.73686 -3.01484 0.08
H -4.81720 -1.34709 -4.54433 0.07
H -7.32419 -0.15541 -4.81613 0.13
H -5.97315 0.20354 -5.87989 0.12
H -7.41791 2.24724 -4.07820 0.13
H -7.93388 1.78180 -5.69007 0.12
H -5.70529 2.59215 -6.45828 0.13
H -7.38852 4.46891 -4.89435 0.13
H -7.65682 4.08005 -6.57868 0.12
H -5.47518 5.06332 -7.23472 0.12
H -5.13499 5.34831 -5.53125 0.12
H -5.36617 7.27456 -7.71151 0.08
H -5.16081 7.89751 -6.04571 0.09
H -6.58770 8.37095 -7.03184 0.09
C -2.46689 -2.60097 2.55332 -0.10
O -2.05021 -3.66897 1.73295 -0.19
C -0.76619 -4.12586 2.08004 -0.24
C -0.49331 -5.51796 1.55505 -0.17
N 0.27375 -5.52866 0.30886 -0.07
C -0.44304 -4.94680 -0.80881 -0.19
C 0.36770 -5.09857 -2.09406 -0.24
O 0.55844 -6.44197 -2.42104 -0.16
C 1.02708 -6.60339 -3.73253 -0.11
H -2.41285 -2.92473 3.59826 0.10
H -3.52002 -2.38805 2.37518 0.07
H -1.88653 -1.68937 2.38975 0.07
H -0.58540 -4.11699 3.16275 0.12
H -0.01180 -3.40264 1.73661 0.11
H -1.42998 -6.07213 1.41371 0.13
H 0.04576 -6.02385 2.35761 0.12
H 0.60836 -6.46337 0.11635 0.12
H -0.62988 -3.88576 -0.63015 0.10
H -1.42303 -5.42178 -0.96127 0.11
H 1.23472 -4.42909 -2.05605 0.12
H -0.31252 -4.63893 -2.83040 0.12
H 1.02991 -7.64153 -4.06126 0.09
H 2.03009 -6.16389 -3.79146 0.09
H 0.41792 -6.11195 -4.50543 0.09
C -2.89089 0.71900 0.08927 -0.10
O -1.70909 1.07618 -0.56823 -0.20
C -1.11643 0.01994 -1.28650 -0.21
C -0.68907 -1.19783 -0.45696 -0.21
N 0.23203 -0.90628 0.63409 0.01
C 1.62888 -0.82097 0.14808 -0.18
C 2.58653 -0.43117 1.25113 -0.18
O 2.40191 0.94424 1.62750 -0.21
C 3.48102 1.35222 2.43839 -0.12
H -2.80808 -0.05116 0.86034 0.07
H -3.61965 0.41569 -0.68293 0.08
H -3.34639 1.62775 0.48996 0.09
H -0.20698 0.38367 -1.77020 0.09
H -1.71537 -0.29544 -2.15022 0.11
H -0.27862 -1.90072 -1.18825 0.10
H -1.60038 -1.68623 -0.09418 0.08
H 0.10354 0.07487 0.88540 0.08
H 1.72553 -0.08590 -0.66278 0.10
H 1.97653 -1.76802 -0.27362 0.09
H 3.60854 -0.59186 0.90259 0.11
H 2.33754 -1.03650 2.12990 0.11
H 3.29227 1.01673 3.46907 0.06
H 3.48751 2.44254 2.49941 0.09
H 4.46065 0.99848 2.10897 0.09
C -6.78278 -4.01268 -6.25632 -0.11
O -5.54050 -3.36850 -6.16945 -0.20
C -4.43007 -4.23796 -6.19066 -0.22
C -4.15543 -5.03165 -4.90961 -0.20
N -3.85740 -4.12286 -3.81085 -0.03
C -3.69051 -4.82942 -2.54861 -0.21
C -3.64028 -3.83333 -1.40050 -0.24
O -4.87878 -3.17710 -1.27764 -0.18
C -4.93868 -2.48719 -0.04299 -0.09
H -7.51084 -3.20324 -6.33706 0.09
H -7.04734 -4.61556 -5.37967 0.09
H -6.89761 -4.65612 -7.13732 0.09
H -3.54083 -3.62376 -6.34524 0.11
H -4.51894 -4.96173 -7.00839 0.12
H -3.32715 -5.70932 -5.10902 0.12
H -5.09106 -5.56691 -4.68354 0.11
H -4.64532 -3.49149 -3.69506 0.08
H -2.73146 -5.35715 -2.59855 0.10
H -4.43532 -5.60810 -2.32555 0.13
H -2.74110 -3.22063 -1.56210 0.12
H -3.44596 -4.37185 -0.46219 0.11
H -4.11872 -1.77534 0.06945 0.06
H -4.92612 -3.17453 0.80800 0.09
H -5.89154 -1.96025 -0.00881 0.10
C 5.39436 -1.12211 4.73516 -0.08
O 5.70582 -0.29424 5.84517 -0.20
C 5.89158 1.05710 5.49572 -0.24
C 6.17260 1.83498 6.75676 -0.22
N 6.27821 3.28572 6.57440 -0.06
C 7.59724 3.63205 5.98698 -0.20
C 7.66160 5.14372 5.77875 -0.23
O 8.97037 5.42712 5.30695 -0.20
C 9.21532 6.81896 5.28331 -0.12
H 6.20886 -1.02496 4.01524 0.07
H 4.43162 -0.80952 4.31888 0.07
H 5.34056 -2.13436 5.12757 0.09
H 5.01808 1.44543 4.95962 0.11
H 6.76391 1.10467 4.82890 0.12
H 6.99017 1.41437 7.35647 0.13
H 5.28732 1.72680 7.39959 0.11
H 6.34445 3.67394 7.51120 0.10
H 7.69434 3.13935 5.01963 0.11
H 8.43812 3.27892 6.59426 0.12
H 7.50103 5.65142 6.73667 0.12
H 6.89747 5.43445 5.05486 0.13
H 10.18948 6.99005 4.83447 0.09
H 9.19412 7.21595 6.30768 0.08
H 8.41811 7.35255 4.75243 0.09
C 0.61555 -1.17615 4.37321 -0.18
O -0.10046 -1.29179 5.57410 -0.14
H 1.61578 -1.62041 4.46920 0.06
H 0.09751 -1.68413 3.55907 0.04
H 0.66219 -0.12355 4.06802 0.07
H 0.16228 -0.58102 6.18759 0.03
C -0.15631 2.62004 1.83359 -0.14
O -1.00612 3.34509 2.74528 -0.13
H -0.11179 1.62874 2.28064 0.07
H -0.54604 2.67983 0.81754 0.07
H 0.86427 3.01517 1.83429 0.07
H -1.01863 4.25368 2.42476 0.07
C -0.08476 2.92842 -3.24582 -0.11
O 0.83395 4.02396 -3.33792 -0.12
H -0.79758 3.04745 -2.42434 0.07
H -0.71389 2.86307 -4.13689 0.09
H 0.47042 2.01004 -3.07793 0.05
H 0.30201 4.82542 -3.32327 0.10
C -3.83922 2.88012 -2.68098 -0.18
O -4.04975 3.72203 -3.79645 -0.15
H -3.06314 3.28901 -2.03970 0.06
H -4.74890 2.87443 -2.06619 0.07
H -3.69752 1.83049 -2.94371 0.06
H -4.74399 3.37223 -4.39687 0.03
C 6.61011 -2.13902 1.34517 -0.19
O 7.36579 -1.50338 0.34854 -0.10
H 7.09236 -1.92958 2.30458 0.06
H 5.57904 -1.77741 1.36278 0.06
H 6.54102 -3.23255 1.34639 0.08
H 7.70710 -2.09529 -0.32260 0.07
C -5.59425 4.49058 0.95654 -0.16
O -6.90739 4.00616 1.18549 -0.12
H -5.47866 4.65031 -0.11636 0.07
H -5.44864 5.48125 1.39672 0.07
H -4.84210 3.78415 1.30766 0.07
H -6.93066 3.44636 1.96289 0.07
C 2.99404 -4.05998 2.18874 -0.14
O 2.58027 -3.85060 0.86065 -0.15
H 2.37752 -3.56093 2.94722 0.07
H 2.98840 -5.13433 2.41207 0.09
H 4.01044 -3.73514 2.42290 0.07
H 1.76952 -4.38632 0.73066 0.04
C 5.11874 -3.51152 -1.90586 -0.15
O 4.14656 -2.81018 -1.15926 -0.16
H 5.53196 -2.81097 -2.63134 0.08
H 5.90389 -3.82959 -1.20739 0.07
H 4.68997 -4.37445 -2.42579 0.07
H 3.71740 -3.40261 -0.51532 0.03
C 3.19821 2.38683 -1.14669 -0.16
O 3.24460 3.45949 -2.06285 -0.13
H 2.15674 2.37566 -0.80139 0.08
H 3.46305 1.42851 -1.60522 0.06
H 3.81199 2.55961 -0.26266 0.07
H 2.38261 3.64626 -2.47278 0.02